Entry 1:
This record from the OMol25 dataset describes a single C7H8BrClO3S molecule at a distorted geometry. The level of theory is ωB97M-V/def2-TZVPD.

The geometry in ORCA input format:
```
! RIJCOSX wB97M-V def2-TZVPD def2/J DEFGRID3
* xyz 0 1
C 0.24 1.81 2.12
O -0.11 0.45 1.84
C 0.00 -0.01 0.51
S 1.62 0.58 -0.35
O 1.71 1.96 -0.56
O 1.81 -0.30 -1.44
Cl 2.87 0.09 1.15
C -1.03 0.79 -0.82
C -1.20 -0.07 -1.85
Br -2.15 0.62 -3.34
C -0.97 -1.48 -1.85
C -0.46 -2.16 -0.79
C -0.11 -1.55 0.51
H 1.20 2.12 1.81
H 0.35 1.66 3.21
H -0.51 2.70 1.92
H -1.47 1.74 -0.88
H -1.31 -2.10 -2.70
H -0.37 -3.18 -0.87
H -0.90 -1.78 1.30
H 0.82 -1.89 1.07
*
```

* highest occupied orbital energy: -9.0 eV
* HOMO-LUMO gap: 9.0 eV
* structure (SMILES): CO[C@]1(S(=O)(=O)Cl)C=C(Br)C=CC1
* relative energy (zero: lowest compared OMol25 entry of this formula, charge and spin): 24.7 kcal/mol
* E_tot: -106927.4925 eV


Entry 2:
This record from the OMol25 dataset describes a single C3H8NOPS2 molecule at a distorted geometry. The level of theory is ωB97M-V/def2-TZVPD.

The geometry in ORCA input format:
```
! RIJCOSX wB97M-V def2-TZVPD def2/J DEFGRID3
* xyz 0 1
C 2.55 -1.68 0.78
S 0.90 -1.66 0.10
P 0.00 0.31 1.14
S 0.73 0.71 2.91
N -1.62 0.31 0.86
C -1.92 0.67 -0.54
C -0.92 1.84 -0.66
O 0.27 1.47 0.09
H 2.42 -2.52 1.56
H 2.71 -0.66 1.10
H 3.22 -1.84 -0.02
H -2.29 -0.49 1.05
H -2.89 1.09 -0.59
H -1.54 0.13 -1.39
H -0.77 2.12 -1.64
H -1.50 2.60 -0.26
*
```

* highest occupied orbital energy: -8.7 eV
* HOMO-LUMO gap: 9.0 eV
* structure (SMILES): CS[P@]1(=S)NCCO1
* relative energy (zero: lowest compared OMol25 entry of this formula, charge and spin): 39.9 kcal/mol
* E_tot: -37737.5184 eV


- What is the formula in the second record?
  C3H8NOPS2